A molecular structure, C23H75N26O18PS. Source: the OMol25 dataset; level of theory: ωB97M-V with the def2-TZVPD basis set.

Geometry as XYZ:
```
144
Properties=species:S:1:pos:R:3:mulliken_charge:R:1
C 0.49 3.45 2.08 -1.08
C 0.40 2.09 1.42 0.19
O 1.50 1.78 0.53 0.60
P 1.48 2.38 -0.93 0.57
O 2.85 2.44 -1.40 -0.77
O 0.64 1.48 -1.99 -0.30
S -0.44 0.31 -1.42 0.12
O 0.86 3.84 -0.91 -0.32
C -0.39 4.05 -1.62 0.37
C -0.81 5.49 -1.39 -1.02
C -2.34 5.68 -1.48 -0.99
C -3.05 5.42 -0.14 -0.74
C -4.08 4.27 -0.24 -0.06
C -5.47 4.81 -0.56 -0.81
C -6.49 3.70 -0.47 -0.70
O -6.40 2.84 -1.60 -0.46
C -5.57 1.70 -1.35 -0.21
H 1.39 4.01 1.82 0.28
H 0.40 3.41 3.16 0.39
H -0.34 4.04 1.71 -0.01
H 0.43 1.33 2.19 0.35
H -0.57 1.98 0.94 -0.14
H -1.52 1.07 -1.15 0.12
H -1.17 3.39 -1.25 -0.36
H -0.26 3.91 -2.68 0.35
H -0.32 6.12 -2.13 0.39
H -0.41 5.81 -0.43 0.37
H -2.50 6.70 -1.81 0.45
H -2.70 5.03 -2.27 0.48
H -2.36 5.27 0.69 0.28
H -3.62 6.31 0.09 0.55
H -3.79 3.64 -1.08 -0.04
H -4.10 3.68 0.67 0.41
H -5.45 5.25 -1.56 0.33
H -5.73 5.60 0.14 0.44
H -6.37 3.15 0.46 0.37
H -7.49 4.13 -0.47 0.36
H -4.97 1.54 -2.24 0.31
H -4.88 1.90 -0.54 0.01
H -6.12 0.80 -1.11 0.09
C -5.31 -2.16 -1.34 0.14
O -4.66 -1.11 -1.28 -0.78
N -5.91 -2.70 -0.25 -0.10
N -5.48 -2.84 -2.50 -0.28
H -6.45 -3.54 -0.28 0.17
H -5.82 -2.21 0.62 0.22
H -5.05 -2.47 -3.33 0.22
H -6.00 -3.70 -2.56 0.22
C 4.24 -1.22 -0.39 0.37
O 4.12 -2.43 -0.25 -0.70
N 5.39 -0.63 -0.84 -0.21
N 3.25 -0.33 -0.11 0.52
H 5.50 0.36 -0.95 0.11
H 6.17 -1.23 -1.05 0.21
H 2.37 -0.69 0.21 -0.09
H 3.36 0.66 -0.23 -0.22
C 6.09 -0.09 -5.06 0.68
O 6.05 0.09 -6.27 -0.67
N 7.04 -0.87 -4.47 -0.32
N 5.18 0.48 -4.21 -0.17
H 7.09 -1.03 -3.48 0.13
H 7.72 -1.31 -5.06 0.20
H 4.47 1.06 -4.63 0.19
H 5.18 0.36 -3.22 0.04
C -9.34 -1.93 -1.17 0.58
O -9.16 -3.10 -0.90 -0.65
N -8.37 -1.16 -1.73 -0.23
N -10.53 -1.30 -0.94 -0.39
H -8.48 -0.19 -1.97 0.17
H -7.49 -1.61 -1.91 0.33
H -11.27 -1.84 -0.52 0.23
H -10.70 -0.33 -1.15 0.16
C -1.48 -1.90 1.27 0.41
O -0.46 -1.62 1.89 -0.56
N -2.21 -3.03 1.51 -0.25
N -1.97 -1.10 0.30 0.02
H -3.04 -3.28 1.00 0.06
H -1.86 -3.65 2.23 0.20
H -1.45 -0.27 0.10 -0.21
H -2.81 -1.29 -0.23 0.23
C 6.14 3.14 2.07 0.42
O 7.05 3.73 2.63 -0.69
N 4.89 3.68 1.96 -0.31
N 6.29 1.91 1.51 -0.23
H 4.12 3.23 1.49 0.20
H 4.74 4.59 2.35 0.18
H 7.19 1.47 1.57 0.19
H 5.54 1.42 1.06 0.17
C -2.64 2.90 3.98 0.55
O -2.88 3.29 2.85 -0.51
N -2.06 1.68 4.22 -0.27
N -2.91 3.63 5.09 -0.43
H -1.85 1.33 5.13 0.16
H -1.85 1.11 3.42 0.10
H -3.34 4.53 4.96 0.23
H -2.72 3.32 6.03 0.15
C 8.03 0.02 4.35 0.67
O 8.33 0.28 3.19 -0.65
N 7.48 0.96 5.17 -0.37
N 8.24 -1.21 4.90 -0.41
H 7.23 0.78 6.12 0.16
H 7.33 1.87 4.78 0.21
H 8.65 -1.92 4.31 0.21
H 8.00 -1.44 5.84 0.16
C 2.85 -3.62 -4.89 0.60
O 2.75 -4.81 -4.68 -0.66
N 2.76 -3.09 -6.15 -0.36
N 3.08 -2.71 -3.90 -0.19
H 2.85 -2.11 -6.35 0.17
H 2.59 -3.73 -6.91 0.21
H 3.17 -3.07 -2.96 0.12
H 3.18 -1.73 -4.05 0.11
C 2.97 -1.72 4.19 0.66
O 2.64 -1.75 5.37 -0.71
N 4.28 -1.72 3.81 -0.26
N 2.07 -1.68 3.18 -0.14
H 4.58 -1.69 2.85 0.15
H 4.97 -1.74 4.54 0.13
H 1.09 -1.69 3.41 0.12
H 2.32 -1.66 2.21 0.08
C 5.69 5.07 -4.49 0.60
O 5.41 6.19 -4.90 -0.65
N 5.53 3.95 -5.26 -0.32
N 6.19 4.86 -3.24 -0.33
H 5.76 3.03 -4.95 0.15
H 5.17 4.08 -6.18 0.18
H 6.32 5.66 -2.65 0.19
H 6.43 3.95 -2.88 0.15
C -4.07 -6.43 -0.13 0.47
O -4.55 -5.42 -0.63 -0.65
N -4.01 -7.62 -0.80 -0.36
N -3.56 -6.48 1.13 -0.21
H -3.62 -8.45 -0.41 0.17
H -4.38 -7.64 -1.74 0.20
H -3.58 -5.63 1.66 0.14
H -3.16 -7.31 1.53 0.22
C -1.59 -9.40 2.87 0.69
O -1.98 -9.10 1.75 -0.65
N -0.74 -10.45 3.08 -0.43
N -1.96 -8.72 4.00 -0.33
H -0.40 -10.72 3.99 0.16
H -0.45 -10.97 2.28 0.22
H -2.59 -7.95 3.88 0.18
H -1.65 -8.96 4.92 0.17
```

## Properties
Net charge: 0
HOMO level: -0.348 hartree
Orbital gap: 9.6 eV
Molecular weight: 1067.06 g mol⁻¹